This record from the Open Molecules 2025 dataset describes a molecular structure, C32H33Cl7NO3PtS. The level of theory is wB97M-V/def2-TZVPD.

XYZ file:
```
78
Properties=species:S:1:pos:R:3:mulliken_charge:R:1
Pt 0.719 1.449 -0.266 1.9685
Cl 3.728 0.807 -1.868 -0.1516
C 3.737 1.449 -0.270 0.7096
C 2.539 1.891 0.310 -1.6416
C 2.674 2.524 1.554 0.8778
Cl 1.255 3.232 2.272 -0.1163
C 3.881 2.623 2.238 0.1968
Cl 3.957 3.375 3.790 -0.2135
C 5.031 2.096 1.664 0.2783
Cl 6.535 2.171 2.509 -0.2171
C 4.960 1.530 0.397 0.2078
Cl 6.399 0.924 -0.337 -0.2052
Cl 1.133 4.156 -1.739 -0.0942
C 0.528 5.364 -0.596 0.1077
Cl -0.497 6.581 -1.389 -0.2130
H 1.378 5.879 -0.164 0.3578
H -0.078 4.843 0.136 -0.0946
C 0.591 0.004 -5.131 -1.6260
C 0.869 -0.889 -3.950 0.5214
C 1.165 -2.239 -4.124 -0.9821
C 1.401 -3.021 -3.004 0.0275
C 1.697 -4.494 -3.140 -1.7771
C 1.366 -2.460 -1.733 -0.8725
C 1.105 -1.092 -1.517 1.4359
C 0.832 -0.345 -2.682 -0.4108
N 1.087 -0.479 -0.272 -0.8538
C 1.003 -1.257 0.980 1.1877
C -0.174 -2.253 0.948 -1.3077
C -0.246 -3.041 2.260 0.3827
C -0.517 -2.078 3.415 -1.5415
C 0.626 -1.068 3.489 0.4483
C 1.940 -1.797 3.770 -1.5504
C 2.224 -2.757 2.616 0.3745
C 1.080 -3.772 2.504 -1.2969
C 2.335 -1.968 1.307 -1.0592
C 0.735 -0.311 2.162 -1.9625
H 0.542 -0.570 -6.057 0.3775
H 1.373 0.758 -5.244 0.2844
H -0.352 0.538 -5.004 0.2817
H 1.197 -2.673 -5.117 0.2290
H 1.713 -4.794 -4.188 0.3774
H 0.944 -5.097 -2.629 0.3179
H 2.665 -4.747 -2.703 0.3356
H 1.559 -3.128 -0.911 0.6099
H 0.563 0.701 -2.588 0.4391
H -0.081 -2.949 0.117 0.6236
H -1.091 -1.681 0.785 0.2302
H -1.058 -3.773 2.191 0.2790
H -0.606 -2.624 4.361 0.5473
H -1.463 -1.555 3.242 0.5191
H 0.429 -0.345 4.286 0.3931
H 1.880 -2.342 4.718 0.5645
H 2.755 -1.071 3.857 0.4687
H 3.167 -3.284 2.797 0.3143
H 1.015 -4.358 3.427 0.5491
H 1.278 -4.473 1.687 0.5099
H 2.639 -2.642 0.509 0.3795
H 3.114 -1.201 1.382 0.3529
H 1.557 0.401 2.231 -0.1791
H -0.186 0.249 1.976 0.5327
C -7.963 1.650 -0.219 -1.4236
C -6.479 1.831 -0.387 1.0652
C -5.824 1.353 -1.518 -0.7668
C -4.457 1.513 -1.675 -0.6048
C -3.726 2.170 -0.696 -0.5508
C -4.362 2.656 0.437 -0.3810
C -5.731 2.492 0.580 -0.7613
S -1.960 2.168 -0.780 1.6416
O -1.595 2.319 -2.172 -0.6919
O -1.509 3.247 0.099 -0.7689
O -1.552 0.844 -0.226 -0.5805
H -8.323 0.799 -0.798 0.3595
H -8.509 2.533 -0.557 0.2790
H -8.222 1.485 0.827 0.3638
H -6.392 0.838 -2.283 0.3174
H -3.948 1.140 -2.554 0.4932
H -3.778 3.168 1.190 0.4374
H -6.225 2.877 1.465 0.3408
```

As for the total energy: -143094.843 eV. The relative energy (zero: lowest compared OMol25 entry of this formula, charge and spin) comes out at 1.099 eV. Its charge is -1.